8
Properties=species:S:1:pos:R:3 method="wB97M-V/def2-TZVPD" molar_mass_g_mol=90.04 orbital_gap_ev=9.203 homo_energy_ev=-9.15 fmax_ev_per_a=4.35 total_charge=0
C -0.879 0.550 0.023
N -0.137 0.433 1.060
N 0.538 -0.599 -1.052
O 1.368 -0.915 -0.208
O -1.686 0.941 -0.751
O 0.286 -1.175 -2.055
H 0.770 0.052 0.915
H -0.260 0.713 2.068



20
Properties=species:S:1:pos:R:3 method="wB97M-V/def2-TZVPD" molar_mass_g_mol=88.17 smiles=CCCCC[NH3+] orbital_gap_ev=10.441 homo_energy_ev=-14.35 fmax_ev_per_a=3.82 total_charge=+1
C -0.613 1.431 0.830
C 0.581 0.906 -0.190
C 0.667 -0.610 -0.194
C -0.070 -1.215 -1.389
C -0.188 -2.713 -1.073
N -0.138 2.371 1.817
H -1.255 0.618 1.309
H -1.270 1.920 0.130
H 0.134 1.322 -1.206
H 1.479 1.500 0.029
H 1.678 -1.095 -0.177
H 0.366 -1.097 0.830
H -1.058 -0.795 -1.488
H 0.362 -1.107 -2.392
H 0.750 -2.925 -0.509
H -0.172 -3.314 -2.063
H -1.118 -3.089 -0.548
H 0.602 2.033 2.495
H 0.181 3.245 1.372
H -0.917 2.613 2.419



12
Properties=species:S:1:pos:R:3 method="wB97M-V/def2-TZVPD" molar_mass_g_mol=165.99 orbital_gap_ev="8.386 / 8.383" homo_energy_ev="-5.51 / -5.51" fmax_ev_per_a=4.14 total_charge=-1
C -1.235 0.155 0.076
C 1.061 0.956 0.377
C 1.605 -0.306 -0.265
N -1.923 -0.290 1.062
N -1.800 0.242 -1.147
N -3.100 -0.495 0.420
N -3.030 -0.192 -0.847
Cl 3.601 -0.466 -0.364
Cl 1.073 -1.719 0.612
H 0.921 0.889 1.442
H 1.258 1.965 -0.039
H 1.569 -0.739 -1.326



75
Properties=species:S:1:pos:R:3 method="wB97M-V/def2-TZVPD" molar_mass_g_mol=974.64 orbital_gap_ev=6.686 homo_energy_ev=-10.88 fmax_ev_per_a=0.86 total_charge=+1
Zn 0.617 0.047 0.779
C -1.384 0.782 3.477
Se -1.664 -0.191 1.814
C -1.688 -1.983 2.603
C -2.234 -3.010 1.637
Se -1.279 -3.068 -0.070
C -2.846 -3.096 -1.222
H -0.466 0.449 3.952
H -2.238 0.606 4.125
H -1.320 1.839 3.226
H -2.344 -1.899 3.471
H -0.681 -2.218 2.940
H -3.280 -2.814 1.409
H -2.163 -3.996 2.096
H -3.442 -3.981 -1.016
H -2.476 -3.145 -2.245
H -3.439 -2.194 -1.094
C 0.701 3.673 -2.385
O 0.908 2.259 -2.218
C 2.148 1.843 -2.572
O 3.021 2.620 -2.850
C 2.252 0.362 -2.610
C 3.283 -0.192 -3.253
As 3.849 -2.130 -3.380
C 4.127 -2.181 -5.316
C 1.956 -2.596 -3.211
C 1.663 -2.291 -1.937
As 0.803 -0.600 -1.640
C -0.800 -0.370 -2.711
C 2.596 -2.541 -0.762
O 2.717 -3.717 -0.403
O 3.067 -1.493 -0.244
C 3.620 -2.216 2.368
C 1.006 -2.369 -4.332
O 1.047 -1.444 -5.104
O 0.036 -3.287 -4.469
C 0.066 -4.507 -3.698
C 4.412 0.618 -3.845
O 5.459 0.643 -3.260
O 4.289 1.143 -5.062
C 3.021 1.202 -5.728
H 0.816 3.935 -3.435
H 1.423 4.242 -1.799
H -0.313 3.861 -2.049
H 5.002 -1.571 -5.540
H 3.271 -1.833 -5.886
H 4.358 -3.215 -5.573
H -0.918 -1.159 -3.445
H -0.731 0.587 -3.217
H -1.649 -0.365 -2.026
H 3.555 -2.288 3.454
H 4.485 -1.655 2.040
H 3.538 -3.178 1.871
H -0.677 -5.148 -4.162
H -0.188 -4.319 -2.656
H 1.047 -4.976 -3.746
H 3.252 1.242 -6.789
H 2.503 2.116 -5.438
H 2.407 0.329 -5.518
Se 2.786 2.655 1.298
N 1.133 2.059 0.995
C 0.344 3.118 0.822
C -1.049 3.102 0.516
C -1.702 4.286 0.396
C -1.038 5.547 0.553
C 0.289 5.606 0.822
C 1.011 4.382 0.960
N 2.310 4.327 1.210
H -1.572 2.169 0.346
H -2.758 4.284 0.156
H -1.610 6.459 0.447
H 0.814 6.544 0.938
O 2.456 -0.215 1.957
N 2.423 -1.443 1.972
O 1.370 -2.020 1.819



13
Properties=species:S:1:pos:R:3 method="wB97M-V/def2-TZVPD" molar_mass_g_mol=163.29 smiles="CSC(=S)[C@H](S)C#N" orbital_gap_ev=8.379 homo_energy_ev=-9.41 fmax_ev_per_a=13.08 total_charge=0
C -0.391 -0.300 2.966
C 0.607 -0.337 0.297
C 0.184 -0.258 -1.132
C -1.174 -0.801 -1.451
H 0.369 0.426 3.096
H -1.260 -0.353 3.577
H -0.063 -1.351 3.190
H 1.045 -0.861 -1.633
H -0.873 2.072 -1.410
N -2.284 -0.831 -2.204
S -0.933 -0.021 1.277
S 2.092 -0.392 0.922
S 0.180 1.417 -1.915



20
Properties=species:S:1:pos:R:3 method="wB97M-V/def2-TZVPD" molar_mass_g_mol=122.14 orbital_gap_ev="8.909 / 3.501" homo_energy_ev="-18.21 / -18.20" fmax_ev_per_a=4.76 total_charge=+2 multiplicity=2
O 1.574 2.600 0.620
C 1.883 1.668 -0.091
C 0.817 0.545 -0.279
C 0.131 0.211 -1.612
C -1.154 -0.743 -1.655
O -2.009 -0.713 -0.490
N -0.329 0.812 0.642
H 2.859 1.531 -0.661
H 1.373 -0.349 0.182
H 0.841 -0.437 -2.292
H -0.138 1.061 -2.343
H -0.654 -1.764 -1.515
H -1.746 -0.580 -2.549
H -2.936 -0.737 -0.779
H -1.382 0.555 0.415
H -0.248 0.313 1.577
H -0.197 1.773 0.926
H 0.535 -1.804 4.058
H 0.340 -2.402 2.660
O 0.440 -1.540 3.186



132
Properties=species:S:1:pos:R:3 method="wB97M-V/def2-TZVPD" molar_mass_g_mol=751.01 smiles=CC1(C)CCCC(C)(C)N1O.CC1(C)CCCC(C)(C)N1O.OCCO.OCCO.OCCO.OCCO.OCCO.OCCO.CO.CO orbital_gap_ev=8.703 homo_energy_ev=-8.53 fmax_ev_per_a=2.99 total_charge=0
C 0.473 1.356 4.880
O -0.395 0.540 4.115
H 1.437 1.386 4.460
H 0.051 2.396 4.876
H 0.506 0.931 5.897
H -0.447 0.929 3.237
C -0.553 -3.212 3.675
O -0.097 -2.091 3.013
H -1.167 -3.820 2.956
H 0.235 -3.915 3.989
H -1.118 -3.029 4.589
H -0.020 -1.294 3.530
C -3.524 -4.828 -0.783
C -2.668 -4.652 0.464
O -3.286 -3.657 1.319
O -3.814 -3.568 -1.320
H -4.489 -5.371 -0.442
H -2.971 -5.369 -1.531
H -1.693 -4.461 0.090
H -2.614 -5.580 1.078
H -3.635 -2.951 0.795
H -3.053 -3.276 -1.889
C -2.182 -1.873 -3.749
C -1.704 -1.902 -5.209
O -0.319 -1.724 -5.301
O -1.811 -3.057 -3.037
H -3.300 -1.773 -3.741
H -1.856 -0.954 -3.163
H -2.121 -1.114 -5.810
H -1.930 -2.936 -5.563
H 0.246 -2.444 -5.007
H -0.889 -3.338 -3.119
C 3.881 -1.716 -3.987
C 2.564 -1.890 -4.706
O 1.866 -3.146 -4.241
O 3.683 -1.692 -2.548
H 4.195 -0.712 -4.192
H 4.636 -2.504 -4.247
H 2.738 -1.880 -5.784
H 1.942 -1.028 -4.529
H 2.276 -3.982 -4.559
H 4.049 -2.568 -2.257
C -0.902 2.499 -4.081
C 0.372 2.710 -3.280
O 1.482 1.931 -3.664
O -1.345 1.116 -4.085
H -0.752 2.744 -5.131
H -1.728 3.153 -3.749
H 0.148 2.479 -2.195
H 0.623 3.773 -3.389
H 1.454 1.104 -3.113
H -0.660 0.726 -4.613
C 3.356 -4.782 -0.433
C 2.222 -4.974 0.537
O 0.977 -4.985 -0.159
O 3.308 -5.764 -1.390
H 4.377 -4.736 -0.020
H 3.159 -3.823 -0.929
H 2.117 -4.157 1.256
H 2.285 -5.924 1.080
H 0.630 -4.056 -0.239
H 2.373 -5.739 -1.699
C 0.519 -0.717 -1.528
C 0.413 -1.123 -0.068
O -0.181 -2.449 0.193
O 1.652 0.117 -1.673
H -0.331 -0.088 -1.807
H 0.524 -1.627 -2.096
H -0.162 -0.394 0.480
H 1.428 -1.158 0.375
H -0.100 -2.467 1.178
H 2.353 -0.552 -1.745
C 3.414 3.209 -0.914
C 3.164 2.859 0.527
C 3.624 1.406 0.826
C 3.726 1.080 2.344
C 4.725 2.039 2.983
C 4.364 3.493 2.735
N 4.095 3.664 1.307
O 3.685 5.014 1.038
C 3.257 3.895 3.642
C 5.577 4.400 3.004
C 1.729 3.032 0.849
H 4.489 3.409 -1.029
H 2.785 4.052 -1.120
H 3.129 2.475 -1.671
H 2.947 0.654 0.352
H 4.624 1.286 0.368
H 3.970 -0.006 2.436
H 2.714 1.064 2.793
H 5.769 1.873 2.651
H 4.735 1.889 4.107
H 3.622 3.693 4.669
H 2.973 4.961 3.633
H 2.326 3.242 3.502
H 5.246 5.416 2.799
H 5.903 4.472 4.067
H 6.414 4.047 2.359
H 1.463 4.058 0.683
H 1.405 2.821 1.901
H 1.104 2.398 0.243
H 4.455 5.422 0.650
C -4.004 3.034 3.124
C -4.346 1.828 2.230
C -5.723 2.062 1.694
C -6.028 1.192 0.449
C -4.960 1.553 -0.562
C -3.534 1.128 -0.096
N -3.355 1.825 1.172
O -2.150 1.405 1.834
C -3.331 -0.389 -0.148
C -2.562 1.845 -1.060
C -4.407 0.615 3.156
H -4.533 2.944 4.068
H -4.340 3.965 2.622
H -2.953 3.023 3.329
H -6.530 1.934 2.410
H -5.709 3.045 1.252
H -7.061 1.384 -0.002
H -5.874 0.108 0.616
H -5.036 2.599 -0.768
H -5.096 1.075 -1.466
H -2.371 -0.697 0.237
H -4.114 -0.932 0.334
H -3.299 -0.693 -1.173
H -2.583 1.446 -2.075
H -2.755 2.947 -1.109
H -1.542 1.819 -0.712
H -3.555 0.455 3.789
H -4.657 -0.354 2.739
H -5.268 0.813 3.757
H -2.494 0.638 2.360